{"formula": "C34H31N7O4STa", "method": "wB97M-V/def2-TZVPD", "mol_weight_g_mol": 814.682, "e_tot_ev": -66747.6496, "e_above_lowest_kcal_mol": 49.9, "charge": 3, "homo_lumo_gap_ha": 0.249, "homo_ev": -16.126, "species": ["Ta", "C", "N", "C", "C", "N", "C", "C", "C", "C", "C", "C", "N", "C", "N", "C", "C", "C", "C", "C", "C", "N", "H", "H", "H", "H", "H", "H", "H", "H", "H", "H", "H", "H", "H", "H", "H", "C", "C", "C", "C", "C", "C", "C", "S", "O", "O", "N", "C", "C", "C", "C", "C", "C", "C", "C", "N", "C", "H", "H", "H", "H", "H", "H", "H", "H", "H", "H", "H", "H", "H", "C", "O", "C", "O", "H", "H", "H"], "positions_angstrom": [[0.206, 0.082, 0.796], [0.962, -0.756, 4.077], [-0.039, 0.165, 3.495], [0.233, 1.570, 3.868], [-0.178, 2.470, 2.761], [-0.135, 2.105, 1.491], [-0.599, 3.206, 0.731], [-0.766, 3.371, -0.640], [-1.255, 4.592, -1.061], [-1.565, 5.620, -0.153], [-1.393, 5.460, 1.206], [-0.905, 4.228, 1.619], [-0.628, 3.713, 2.892], [2.172, -0.637, 3.218], [2.072, -0.031, 2.051], [3.349, -0.042, 1.506], [3.741, 0.576, 0.340], [5.069, 0.508, 0.003], [5.964, -0.174, 0.858], [5.581, -0.768, 2.048], [4.228, -0.667, 2.360], [3.426, -1.038, 3.456], [1.195, -0.516, 5.117], [0.564, -1.770, 4.057], [-0.953, -0.112, 3.832], [-0.262, 1.860, 4.795], [1.306, 1.686, 4.026], [-0.495, 2.602, -1.355], [-1.392, 4.768, -2.120], [-1.941, 6.562, -0.532], [-1.623, 6.254, 1.906], [-0.726, 4.214, 3.764], [2.962, 1.711, -1.074], [5.442, 0.983, -0.897], [7.005, -0.218, 0.570], [6.295, -1.272, 2.686], [3.747, -1.507, 4.291], [0.348, -4.302, -6.184], [0.404, -3.281, -5.082], [0.739, -1.954, -5.351], [0.832, -1.011, -4.340], [0.544, -1.424, -3.048], [0.227, -2.743, -2.728], [0.142, -3.657, -3.758], [0.781, -0.230, -1.777], [2.696, 1.179, -0.313], [0.960, 1.089, -2.398], [-0.673, -0.251, -0.912], [-2.007, -0.068, -1.327], [-2.521, -0.106, -2.588], [-3.911, 0.104, -2.764], [-4.730, 0.339, -1.698], [-4.190, 0.406, -0.385], [-4.941, 0.672, 0.773], [-4.308, 0.747, 1.988], [-2.927, 0.562, 2.053], [-2.177, 0.296, 0.991], [-2.814, 0.209, -0.223], [0.395, -3.836, -7.166], [-0.563, -4.898, -6.122], [1.191, -4.992, -6.098], [0.944, -1.653, -6.371], [1.101, 0.017, -4.547], [0.041, -3.041, -1.705], [-0.119, -4.686, -3.540], [-1.887, -0.290, -3.445], [-4.322, 0.073, -3.765], [-5.794, 0.490, -1.840], [-6.012, 0.826, 0.699], [-4.858, 0.949, 2.896], [-2.423, 0.649, 3.004], [-0.322, -4.270, 1.829], [-0.678, -2.844, 1.972], [-0.016, -1.975, 1.302], [0.953, -2.115, 0.552], [-0.188, -4.653, 2.834], [0.583, -4.373, 1.240], [-1.166, -4.754, 1.351]], "forces_ev_per_a": [[-0.7, -1.0, 2.0], [0.0, -0.1, 0.1], [0.3, 0.0, -0.6], [0.0, 0.0, 0.2], [-0.1, 0.1, -0.1], [0.2, -0.2, -0.7], [0.1, -0.2, 0.1], [0.0, -0.1, -0.1], [0.0, 0.0, 0.0], [0.0, 0.0, 0.0], [0.0, 0.1, 0.0], [0.0, 0.0, 0.2], [-0.1, 0.3, 0.0], [0.1, -0.1, 0.0], [-0.2, 0.2, -0.9], [-0.2, 0.1, 0.2], [-0.1, 0.1, -0.2], [0.1, 0.0, 0.0], [-0.1, 0.0, 0.0], [0.1, 0.0, 0.0], [0.0, -0.2, 0.2], [0.2, 0.0, 0.0], [0.0, 0.0, 0.1], [0.0, 0.0, 0.0], [0.0, -0.1, 0.0], [0.0, -0.1, 0.1], [0.0, 0.0, 0.0], [0.0, 0.0, 0.0], [0.0, 0.0, 0.0], [0.0, 0.0, 0.0], [0.0, 0.0, 0.0], [0.0, 0.0, 0.0], [0.0, 0.0, -0.1], [0.0, 0.0, 0.0], [0.0, 0.0, 0.0], [0.0, 0.1, 0.0], [0.0, 0.0, 0.0], [0.0, 0.0, 0.1], [0.0, 0.0, -0.1], [0.0, -0.1, -0.1], [-0.1, 0.0, 0.0], [0.3, -0.3, 0.2], [-0.1, 0.1, -0.1], [0.0, 0.0, 0.0], [-0.6, 0.9, -0.1], [0.2, 0.2, 0.2], [0.1, -0.3, -0.1], [0.3, 0.5, -0.8], [0.3, -0.1, 0.0], [-0.1, -0.1, -0.3], [0.0, 0.0, 0.0], [0.0, 0.0, 0.0], [-0.2, 0.0, 0.0], [-0.1, 0.0, -0.1], [0.0, 0.0, 0.1], [0.1, 0.0, -0.2], [0.6, -0.2, -0.2], [0.0, 0.0, 0.5], [0.0, 0.0, 0.0], [0.0, 0.0, 0.0], [0.0, 0.0, 0.0], [0.0, 0.0, 0.0], [0.0, -0.1, 0.0], [0.0, 0.0, 0.0], [0.0, 0.0, 0.0], [0.0, 0.0, 0.0], [0.0, 0.0, 0.0], [0.1, 0.0, 0.0], [0.0, 0.0, 0.0], [0.0, 0.0, 0.0], [-0.1, 0.1, 0.0], [0.0, -0.1, 0.0], [0.1, -0.1, -0.1], [-0.3, 0.2, 0.0], [-0.1, 0.2, 0.3], [0.0, 0.0, 0.0], [0.0, 0.0, 0.0], [0.0, 0.0, 0.0]], "mulliken_charge": [0.4672, -1.4421, -0.2416, -0.8248, 0.1468, 0.6599, 0.5836, -0.2452, -0.9523, -0.6528, -1.1460, 0.3513, -0.0383, 0.2738, 0.3844, 0.2397, 0.5039, -1.0491, -0.6627, -1.2180, 0.6949, -0.0454, 0.6516, 0.4282, 0.3397, 0.5777, 0.3848, 0.3626, 0.5013, 0.4413, 0.4835, 0.2614, 0.3283, 0.5038, 0.4374, 0.4904, 0.2708, -1.4478, 0.8429, -0.9466, -0.2826, -0.3373, -0.2906, -0.8427, 1.4388, -0.2897, -0.7683, 0.7584, 0.5945, -0.7190, -1.0902, -0.9175, 0.3502, -0.5957, -1.4281, 0.0324, 0.4596, 0.3874, 0.3757, 0.3843, 0.3285, 0.3934, 0.5907, 0.3604, 0.4663, 0.5673, 0.4610, 0.4870, 0.5171, 0.4951, 0.3850, -0.8601, -0.3609, 0.6814, -0.4771, 0.3238, 0.4351, 0.2881]}

{"formula": "C34H32AsF6GeMnN2", "method": "wB97M-V/def2-TZVPD", "mol_weight_g_mol": 785.102, "e_tot_ev": -203707.0475, "e_above_lowest_kcal_mol": 4.2, "charge": 3, "homo_lumo_gap_ha": [0.140, 0.140], "spin_multiplicity": 2, "homo_ev": [-16.328, -16.330], "s2": 1.05, "species": ["Mn", "C", "C", "C", "C", "C", "C", "C", "C", "C", "C", "N", "C", "C", "C", "C", "C", "N", "H", "H", "H", "H", "H", "H", "H", "H", "H", "H", "H", "H", "H", "H", "H", "H", "H", "F", "As", "F", "F", "F", "F", "F", "C", "Ge", "C", "C", "C", "C", "C", "C", "C", "C", "C", "C", "C", "C", "C", "C", "C", "C", "C", "C", "H", "H", "H", "H", "H", "H", "H", "H", "H", "H", "H", "H", "H", "H", "H"], "positions_angstrom": [[-0.312, 0.832, 0.416], [-0.752, 1.068, -2.725], [0.206, -0.133, -2.677], [1.637, 0.202, -2.417], [2.413, 0.756, -3.388], [3.806, 0.871, -3.210], [4.482, 0.287, -2.122], [3.788, -0.288, -1.102], [4.479, -1.185, -0.119], [5.638, -0.529, 0.652], [2.307, -0.046, -1.104], [1.619, 0.123, -0.015], [2.259, 0.210, 1.244], [1.474, 0.151, 2.328], [1.731, 0.173, 3.760], [0.526, 0.151, 4.362], [-0.485, 0.152, 3.313], [0.072, 0.093, 2.136], [-1.777, 0.714, -2.826], [-0.533, 1.704, -3.583], [-0.692, 1.726, -1.854], [0.188, -0.607, -3.662], [-0.128, -0.913, -1.990], [1.975, 1.049, -4.333], [4.395, 1.315, -4.006], [5.562, 0.219, -2.153], [4.908, -1.988, -0.730], [3.766, -1.672, 0.545], [6.426, -0.205, -0.025], [6.069, -1.257, 1.335], [5.333, 0.345, 1.231], [3.320, 0.384, 1.301], [2.707, 0.190, 4.219], [0.307, 0.158, 5.418], [-1.556, 0.232, 3.437], [-1.582, 2.029, 1.075], [-0.636, 3.793, 1.014], [-1.774, 4.423, 2.057], [-1.549, 4.014, -0.385], [0.436, 5.048, 0.792], [0.417, 2.649, -0.079], [0.259, 3.041, 2.274], [-1.285, -0.358, -0.012], [-2.565, -2.075, -0.094], [-1.835, -2.613, 1.614], [-0.573, -3.201, 1.756], [-0.103, -3.556, 3.011], [-0.885, -3.320, 4.138], [-2.135, -2.726, 4.011], [-2.607, -2.367, 2.753], [-4.302, -1.284, -0.043], [-5.374, -2.174, 0.073], [-6.670, -1.686, 0.137], [-6.900, -0.317, 0.085], [-5.838, 0.570, -0.030], [-4.539, 0.089, -0.092], [-1.998, -2.979, -1.684], [-1.267, -4.169, -1.678], [-0.975, -4.809, -2.873], [-1.405, -4.268, -4.078], [-2.143, -3.088, -4.094], [-2.443, -2.450, -2.902], [0.046, -3.394, 0.887], [0.859, -4.041, 3.114], [-0.528, -3.623, 5.114], [-2.753, -2.568, 4.886], [-3.594, -1.925, 2.657], [-5.213, -3.247, 0.103], [-7.500, -2.373, 0.223], [-7.913, 0.059, 0.130], [-6.025, 1.635, -0.072], [-3.720, 0.796, -0.186], [-0.957, -4.628, -0.748], [-0.431, -5.744, -2.864], [-1.190, -4.781, -5.005], [-2.508, -2.690, -5.032], [-3.069, -1.562, -2.918]], "forces_ev_per_a": [[-0.1, -0.7, 0.0], [0.0, 0.0, -0.1], [0.0, -0.1, 0.0], [0.0, 0.0, 0.0], [0.0, 0.1, 0.0], [0.0, 0.0, 0.0], [0.0, 0.1, 0.0], [0.0, 0.0, 0.0], [0.0, 0.0, 0.0], [0.0, 0.0, 0.0], [0.0, 0.0, 0.0], [0.1, 0.1, 0.0], [0.0, -0.1, -0.1], [0.1, -0.1, 0.0], [0.0, 0.0, 0.0], [0.0, 0.0, 0.0], [0.0, -0.1, -0.1], [0.0, 0.3, 0.0], [0.0, 0.0, 0.0], [0.0, 0.0, 0.0], [0.0, 0.0, 0.0], [0.0, 0.0, 0.0], [0.0, 0.0, 0.0], [0.0, 0.0, 0.0], [0.0, 0.0, 0.0], [0.0, 0.0, 0.0], [0.0, 0.0, 0.0], [0.0, 0.0, 0.0], [0.0, 0.0, 0.0], [0.0, 0.0, 0.0], [0.0, 0.0, 0.0], [0.1, 0.0, 0.0], [0.0, 0.0, 0.0], [0.0, 0.0, 0.0], [0.0, 0.0, 0.0], [-0.1, 0.0, 0.0], [0.1, -0.1, -0.1], [0.0, 0.0, 0.0], [0.0, 0.0, 0.0], [0.0, 0.1, 0.0], [0.0, 0.1, 0.0], [0.0, 0.0, 0.0], [0.1, 0.4, 0.1], [0.1, -0.3, 0.1], [-0.1, 0.0, 0.0], [0.1, 0.1, 0.0], [0.0, 0.0, 0.0], [0.0, 0.0, 0.0], [0.0, 0.0, 0.0], [0.0, 0.0, 0.0], [-0.1, 0.0, 0.0], [0.0, 0.0, 0.0], [0.0, 0.1, 0.0], [0.0, 0.0, 0.0], [0.0, 0.0, 0.0], [0.1, 0.0, 0.0], [-0.1, 0.1, -0.1], [0.0, 0.0, 0.1], [0.0, 0.0, 0.0], [0.0, 0.0, 0.0], [0.0, 0.0, 0.0], [-0.1, 0.0, 0.0], [0.0, 0.0, 0.0], [0.0, 0.0, 0.0], [0.0, 0.0, 0.0], [0.0, 0.0, 0.0], [0.0, 0.0, 0.0], [0.0, 0.0, 0.0], [0.0, 0.0, 0.0], [0.0, 0.0, 0.0], [0.0, 0.0, 0.0], [0.0, 0.0, 0.0], [0.0, 0.0, 0.0], [0.0, 0.0, 0.0], [0.0, 0.0, 0.0], [0.0, 0.0, 0.0], [0.0, 0.0, 0.0]], "lowdin_spin": [1.6966, -0.0085, -0.0077, -0.0004, 0.0009, 0.0040, 0.0009, 0.0002, 0.0002, 0.0000, 0.0060, -0.0178, 0.0024, -0.0022, 0.0073, -0.0040, 0.0044, -0.0282, -0.0006, -0.0010, -0.0030, -0.0007, -0.0042, 0.0000, 0.0001, 0.0000, 0.0000, 0.0000, 0.0000, 0.0000, 0.0000, -0.0003, 0.0003, -0.0004, -0.0002, 0.0135, 0.0002, -0.0007, 0.0006, 0.0002, 0.0108, 0.0006, -0.5678, -0.0286, -0.0169, -0.0087, -0.0001, -0.0099, -0.0013, -0.0065, -0.0072, -0.0015, -0.0009, 0.0000, -0.0004, -0.0030, -0.0057, -0.0023, -0.0003, -0.0027, -0.0001, -0.0021, -0.0001, 0.0001, -0.0005, 0.0000, -0.0002, -0.0001, -0.0001, 0.0000, -0.0001, -0.0023, -0.0001, 0.0000, -0.0001, 0.0000, 0.0000]}

{"formula": "C34H32BiN4O6S3Sb2", "method": "wB97M-V/def2-TZVPD", "mol_weight_g_mol": 1141.353, "e_tot_ev": -105446.0238, "e_above_lowest_kcal_mol": 8.7, "charge": -1, "homo_lumo_gap_ha": 0.271, "homo_ev": -5.148, "species": ["Bi", "C", "Sb", "C", "C", "C", "C", "C", "C", "C", "C", "C", "Sb", "C", "C", "H", "H", "H", "H", "H", "H", "H", "H", "H", "H", "H", "H", "H", "H", "H", "H", "H", "H", "H", "H", "O", "C", "C", "O", "C", "C", "O", "C", "O", "O", "O", "C", "C", "C", "C", "C", "C", "C", "N", "C", "C", "N", "H", "H", "H", "H", "H", "H", "H", "S", "C", "S", "C", "N", "N", "C", "C", "C", "C", "C", "C", "S", "H", "H", "H", "H", "H"], "positions_angstrom": [[0.167, 0.108, -0.053], [-2.955, 2.855, 3.453], [-1.810, 1.118, 2.922], [0.098, 2.090, 3.049], [-1.748, 0.254, 4.933], [-2.710, -0.886, 5.044], [-4.068, -0.597, 5.193], [-5.032, -1.590, 5.218], [-4.644, -2.916, 5.093], [-3.299, -3.219, 4.961], [-2.313, -2.230, 4.938], [-0.880, -2.644, 4.786], [-0.090, -2.227, 2.786], [-1.700, -3.161, 1.726], [1.226, -3.913, 2.713], [-2.520, 3.342, 4.325], [-3.985, 2.571, 3.665], [-2.947, 3.542, 2.607], [0.183, 2.653, 3.978], [0.199, 2.769, 2.202], [0.899, 1.351, 3.000], [-2.006, 1.057, 5.625], [-0.716, -0.040, 5.118], [-4.368, 0.442, 5.284], [-6.077, -1.330, 5.330], [-5.381, -3.709, 5.105], [-2.992, -4.255, 4.878], [-0.776, -3.713, 4.968], [-0.229, -2.113, 5.483], [-1.928, -4.143, 2.139], [-1.395, -3.257, 0.684], [-2.589, -2.532, 1.778], [0.680, -4.831, 2.927], [2.028, -3.787, 3.441], [1.656, -3.956, 1.714], [5.151, 1.422, -3.707], [4.189, 1.253, -3.010], [2.810, 0.760, -3.457], [2.475, 0.488, -4.586], [2.033, 0.694, -2.224], [2.763, 1.074, -1.112], [2.233, 1.066, 0.068], [4.119, 1.484, -1.497], [5.005, 1.925, -0.801], [0.782, 0.319, -2.111], [1.001, -1.971, -0.183], [1.231, -2.606, -1.317], [2.474, -3.232, -1.516], [2.767, -3.892, -2.689], [1.831, -3.953, -3.721], [0.603, -3.353, -3.540], [0.274, -2.697, -2.350], [-1.054, -2.109, -2.198], [-1.434, -1.139, -1.380], [-2.772, -0.904, -1.605], [-3.216, -1.752, -2.563], [-2.123, -2.508, -2.926], [3.203, -3.148, -0.719], [3.743, -4.344, -2.819], [2.072, -4.431, -4.660], [-0.100, -3.350, -4.366], [-3.296, -0.126, -1.076], [-4.182, -1.880, -3.016], [-2.111, -3.251, -3.601], [-0.281, 3.336, -5.962], [-0.330, 3.265, -4.305], [-1.627, 2.460, -3.478], [-0.904, 2.817, -1.941], [0.199, 3.469, -2.033], [0.530, 3.719, -3.354], [1.788, 4.373, -3.541], [2.083, 5.085, -4.696], [3.335, 5.669, -4.834], [4.292, 5.552, -3.840], [3.980, 4.861, -2.678], [2.733, 4.283, -2.519], [-1.630, 2.286, -0.453], [1.354, 5.169, -5.484], [3.559, 6.213, -5.744], [5.273, 5.990, -3.969], [4.713, 4.748, -1.890], [2.487, 3.762, -1.607]], "forces_ev_per_a": [[0.1, 0.1, 0.0], [0.0, 0.0, 0.0], [0.0, 0.0, 0.0], [0.0, 0.0, -0.1], [0.0, 0.0, 0.0], [0.0, 0.0, 0.0], [0.0, 0.0, 0.0], [0.0, 0.0, 0.0], [0.0, 0.0, 0.0], [0.0, 0.0, 0.0], [0.0, -0.1, 0.0], [0.0, 0.1, -0.1], [0.0, -0.1, 0.0], [0.0, 0.1, 0.0], [0.0, 0.0, 0.0], [0.0, 0.0, 0.0], [0.0, 0.0, 0.0], [0.0, 0.0, 0.0], [0.0, 0.0, 0.0], [0.0, 0.0, 0.0], [0.0, 0.0, 0.0], [0.0, 0.0, 0.0], [0.0, 0.0, 0.0], [0.0, 0.0, 0.0], [0.0, 0.0, 0.0], [0.0, 0.0, 0.0], [0.0, 0.0, 0.0], [0.0, 0.0, 0.0], [0.0, 0.0, 0.0], [0.0, 0.0, 0.0], [0.0, 0.0, 0.0], [0.0, 0.0, 0.0], [0.0, 0.0, 0.0], [0.0, 0.0, 0.0], [0.0, 0.0, 0.0], [0.0, 0.0, 0.0], [0.0, 0.0, 0.0], [0.0, 0.0, 0.0], [0.0, 0.0, 0.0], [0.0, 0.0, 0.0], [0.1, 0.0, 0.0], [-0.1, -0.1, 0.1], [0.0, 0.0, 0.0], [0.0, 0.0, 0.0], [0.0, 0.0, 0.0], [0.0, 0.0, 0.0], [0.0, 0.0, 0.0], [0.0, 0.0, 0.0], [0.0, 0.0, 0.0], [0.0, 0.0, 0.0], [0.0, 0.0, 0.0], [0.0, 0.0, 0.0], [0.0, 0.0, 0.0], [0.0, 0.0, -0.1], [0.0, 0.0, 0.0], [0.0, 0.0, 0.0], [0.0, 0.0, 0.0], [0.0, 0.0, 0.0], [0.0, 0.0, 0.0], [0.0, 0.0, 0.0], [0.0, 0.0, 0.0], [0.0, 0.0, 0.0], [0.0, 0.0, 0.0], [0.0, 0.0, 0.0], [0.0, 0.0, 0.0], [0.1, -0.1, -0.1], [-0.1, 0.0, 0.0], [0.0, 0.0, 0.1], [0.0, 0.0, 0.0], [-0.1, 0.0, 0.0], [0.0, 0.0, 0.0], [0.0, 0.0, 0.0], [0.0, 0.0, 0.0], [0.0, 0.0, 0.0], [0.0, 0.0, 0.0], [0.0, 0.0, 0.0], [0.0, 0.0, -0.1], [0.0, 0.0, 0.0], [0.0, 0.0, 0.0], [0.0, 0.0, 0.0], [0.0, 0.0, 0.0], [0.0, 0.0, 0.0]], "mulliken_charge": [1.3250, -1.3475, 0.6970, -1.3852, -1.6199, 0.9586, -0.6007, -0.6743, -0.6880, -0.6651, 0.9924, -1.9130, 0.7355, -1.2588, -1.1821, 0.4243, 0.3511, 0.3675, 0.5676, 0.3986, 0.3829, 0.6958, 0.4158, 0.3436, 0.3917, 0.3944, 0.3222, 0.5874, 0.5784, 0.5429, 0.1989, 0.3397, 0.4157, 0.3981, 0.1028, -0.6245, 0.5988, -0.2978, -0.7047, 0.7141, 1.1825, -0.9177, -0.0433, -0.6866, -0.7979, -0.5612, 0.5428, -0.4481, -0.5055, -0.9592, -1.0865, 0.5594, -0.0491, 1.2012, -0.9717, -0.8074, 0.0078, 0.4897, 0.3959, 0.3782, 0.3804, 0.5156, 0.4299, 0.2286, -0.4055, 0.3126, -0.1527, 0.1818, -0.7743, 0.6193, 0.3978, -0.6572, -0.6087, -0.5668, -0.5867, -0.1896, -0.3961, 0.2782, 0.3707, 0.3745, 0.3597, 0.6860]}